Record 1
DFT (the ωB97M-V functional and the def2-TZVPD basis) results for a structure of composition C33H40ClMnN4O7P2.

XYZ file:
```
88
Properties=species:S:1:pos:R:3
Mn -0.15 1.13 -0.46
C -0.53 -5.91 -0.43
O -0.37 -4.54 -0.76
C 0.92 -4.08 -0.87
C 2.04 -4.89 -0.96
C 3.29 -4.26 -1.11
C 3.41 -2.90 -1.17
C 2.28 -2.02 -1.09
C 2.50 -0.63 -1.17
N 1.69 0.45 -1.15
N 2.48 1.57 -1.51
C 1.94 2.70 -1.20
O 0.80 2.86 -0.59
C 2.67 3.94 -1.57
C 2.01 5.16 -1.50
C 2.67 6.34 -1.84
C 3.99 6.31 -2.24
C 4.66 5.09 -2.32
C 4.01 3.91 -1.99
C 1.04 -2.70 -0.95
O -0.11 -1.93 -0.78
H -0.25 -6.55 -1.27
H -1.59 -6.05 -0.21
H 0.06 -6.18 0.44
H 1.96 -5.97 -0.92
H 4.18 -4.87 -1.18
H 4.39 -2.45 -1.29
H 3.54 -0.38 -1.36
H 0.98 5.17 -1.17
H 2.14 7.28 -1.78
H 4.51 7.22 -2.51
H 5.70 5.05 -2.63
H 4.51 2.95 -2.04
C 0.93 -1.36 2.11
P 0.17 0.27 1.83
C -1.48 0.05 2.56
N -2.05 0.97 3.28
C -3.38 0.84 3.56
C -4.03 1.86 4.28
C -5.37 1.76 4.55
C -6.10 0.64 4.13
C -5.49 -0.37 3.42
C -4.13 -0.27 3.13
N -3.48 -1.27 2.42
C -2.27 -1.09 2.16
P -1.25 -1.48 -1.77
C -2.73 -2.40 -1.32
C -0.84 -1.81 -3.52
C 0.40 -1.00 -3.91
C -2.06 -1.29 -4.31
C -0.62 -3.29 -3.83
C 1.11 1.43 2.94
C 2.56 1.36 2.45
C 1.04 1.03 4.42
C 0.60 2.86 2.77
H 1.14 -1.56 3.16
H 1.85 -1.43 1.52
H 0.24 -2.12 1.73
H -3.44 2.72 4.57
H -5.88 2.55 5.09
H -7.16 0.58 4.34
H -6.03 -1.24 3.07
H -3.60 -1.86 -1.69
H -2.78 -2.42 -0.23
H -2.71 -3.41 -1.70
H 0.31 0.05 -3.61
H 0.50 -1.04 -5.00
H 1.30 -1.40 -3.46
H -2.28 -0.25 -4.07
H -2.95 -1.89 -4.12
H -1.83 -1.36 -5.38
H 0.27 -3.68 -3.33
H -0.48 -3.40 -4.91
H -1.47 -3.91 -3.54
H 3.01 0.38 2.65
H 3.15 2.12 2.97
H 2.63 1.55 1.38
H 1.43 0.02 4.59
H 0.01 1.08 4.79
H 1.64 1.72 5.00
H 0.70 3.20 1.73
H 1.20 3.52 3.41
H -0.45 2.96 3.05
O -3.27 1.51 0.30
Cl -2.14 2.36 -0.09
O -1.98 3.41 0.92
O -2.40 2.96 -1.39
O -1.44 -0.02 -1.52
```

Properties
net charge	-1
lowest unoccupied orbital energy (spin up / spin down)	0.0770 / 0.0676	Ha
gap between HOMO and LUMO (spin up / spin down)	4.6 / 6.3	eV
⟨S²⟩	8.824
DFT total energy	-4320.9565	Ha
spin multiplicity	6

***

Record 2
DFT (the ωB97M-V functional and the def2-TZVPD basis) results for a cluster of 3 separate species, C23H27FN2O4SSi in total in a non-equilibrium geometry.

XYZ file:
```
59
Properties=species:S:1:pos:R:3
C 0.30 -3.78 1.13
C 0.21 -2.59 1.21
C 0.13 -1.19 1.39
C 1.16 -0.34 1.28
S 2.81 -0.89 0.93
O 3.26 -1.76 1.96
O 3.61 0.20 0.51
F 2.52 -1.76 -0.32
C 0.95 1.14 1.47
O 1.82 1.86 1.90
C -0.41 1.60 1.08
C -0.58 2.88 0.61
C -1.84 3.30 0.21
C -2.91 2.42 0.30
C -2.78 1.14 0.81
Si -4.32 0.01 0.90
C -5.66 0.85 -0.11
C -4.95 -0.19 2.65
C -3.93 -1.65 0.08
C -1.50 0.74 1.20
C -1.22 -0.61 1.75
O -1.97 -1.24 2.45
H 0.13 -4.83 1.20
H 0.25 3.56 0.52
H -2.00 4.29 -0.17
H -3.87 2.78 -0.05
H -5.92 1.85 0.25
H -6.55 0.23 -0.11
H -5.31 0.91 -1.15
H -4.24 -0.64 3.33
H -5.27 0.77 3.05
H -5.84 -0.84 2.62
H -3.96 -2.43 0.84
H -4.66 -1.84 -0.70
H -2.93 -1.65 -0.34
C 2.81 -5.62 -1.76
C 2.03 -6.31 -2.86
C 0.68 -5.63 -3.14
C -0.18 -5.64 -1.96
N -0.83 -5.65 -1.01
H 2.28 -5.65 -0.81
H 3.78 -6.10 -1.61
H 3.00 -4.57 -2.00
H 1.86 -7.35 -2.59
H 2.61 -6.31 -3.78
H 0.15 -6.14 -3.95
H 0.83 -4.60 -3.44
C 4.99 6.37 -0.62
C 4.22 5.55 0.41
C 3.25 4.55 -0.23
C 2.23 5.22 -1.05
N 1.42 5.75 -1.66
H 4.32 6.98 -1.23
H 5.69 7.04 -0.13
H 5.56 5.72 -1.29
H 3.66 6.22 1.06
H 4.92 5.00 1.03
H 2.74 3.97 0.53
H 3.79 3.85 -0.87
```

Properties
lowest unoccupied orbital energy	-0.0644	Ha
gap between HOMO and LUMO	8.3	eV
DFT total energy	-2090.5753	Ha
spin multiplicity	1

***

Record 3
DFT (the ωB97M-V functional and the def2-TZVPD basis) results for an isolated molecule of C3H3NO2 in a non-equilibrium geometry.

XYZ file:
```
9
Properties=species:S:1:pos:R:3
N 0.94 2.27 -0.01
C -0.03 1.50 -0.19
C -0.90 0.48 -0.19
O -2.19 0.41 0.03
C -0.03 -0.89 -0.09
O 1.36 -0.73 -0.10
H -0.60 -1.40 0.80
H -0.29 -1.42 -0.95
H 1.74 -0.22 0.70
```

Properties
lowest unoccupied orbital energy	-0.0650	Ha
gap between HOMO and LUMO	9.0	eV
DFT total energy	-321.2430	Ha
spin multiplicity	1

***

Record 4
DFT (the ωB97M-V functional and the def2-TZVPD basis) results for an isolated molecule of C4H9NO2 in a non-equilibrium geometry.

XYZ file:
```
16
Properties=species:S:1:pos:R:3
C -2.52 -0.35 -0.68
O -1.53 0.57 -0.39
N -0.52 0.06 0.31
O -1.10 -1.08 1.25
C 0.73 0.32 0.36
C 1.34 1.22 -0.63
C 1.64 -0.62 1.05
H -2.80 -0.85 0.20
H -2.13 -1.15 -1.30
H -3.48 0.07 -1.14
H 0.64 1.52 -1.43
H 1.78 2.13 -0.29
H 2.15 0.73 -1.13
H 1.06 -1.38 1.47
H 2.48 -0.93 0.45
H 2.28 -0.25 1.89
```

Properties
lowest unoccupied orbital energy	0.0276	Ha
gap between HOMO and LUMO	9.5	eV
DFT total energy	-362.8349	Ha
spin multiplicity	1

***

Record 5
DFT (the ωB97M-V functional and the def2-TZVPD basis) results for a structure of composition C56H68BrN3O4S3TeTi in a non-equilibrium geometry.

XYZ file:
```
137
Properties=species:S:1:pos:R:3
Ti 1.22 0.45 -1.44
C 0.77 4.41 1.45
C -0.61 4.19 2.04
S -1.35 2.64 1.48
C -3.00 3.23 1.02
C -3.09 4.20 -0.16
S -2.17 3.67 -1.64
C -1.18 5.15 -1.99
C -0.21 5.60 -0.91
S 0.92 4.30 -0.35
H 1.43 3.61 1.80
H 1.18 5.36 1.81
H -1.28 5.01 1.76
H -0.52 4.20 3.12
H -3.49 3.69 1.88
H -3.56 2.33 0.79
H -2.72 5.18 0.13
H -4.14 4.32 -0.43
H -1.85 5.98 -2.24
H -0.63 4.90 -2.89
H -0.75 5.99 -0.04
H 0.37 6.43 -1.32
Br 1.54 -0.74 -4.12
C 3.28 -1.30 -3.57
C 4.24 -1.56 -4.54
C 5.47 -2.11 -4.15
C 5.67 -2.45 -2.84
C 4.68 -2.20 -1.84
C 4.86 -2.64 -0.51
C 3.87 -2.45 0.43
C 2.72 -1.72 0.10
C 2.50 -1.20 -1.19
C 3.47 -1.55 -2.18
H 4.04 -1.36 -5.58
H 6.22 -2.31 -4.90
H 6.59 -2.92 -2.53
H 5.78 -3.14 -0.25
H 4.00 -2.81 1.45
H 1.99 -1.52 0.89
C -4.01 -4.71 1.05
C -3.30 -3.72 0.17
C -2.39 -4.13 -0.78
C -1.73 -3.21 -1.59
C -0.69 -3.66 -2.57
C -2.02 -1.86 -1.44
C -2.92 -1.42 -0.48
C -3.17 0.03 -0.30
C -3.55 -2.36 0.32
C -1.35 -0.85 -2.33
O -1.62 -0.70 -3.50
O -0.54 -0.10 -1.68
H -3.68 -5.72 0.84
H -5.09 -4.66 0.89
H -3.82 -4.50 2.10
H -2.16 -5.18 -0.89
H -0.67 -4.74 -2.64
H 0.30 -3.32 -2.26
H -0.88 -3.24 -3.56
H -3.51 0.49 -1.22
H -2.26 0.54 0.00
H -3.93 0.18 0.47
H -4.24 -2.02 1.07
C 3.30 1.49 1.52
C 1.83 1.08 1.45
O 1.21 0.82 2.49
N 1.30 0.98 0.28
Te -0.75 -1.13 2.27
C -1.52 -3.11 2.68
C -0.87 -4.19 2.08
C 0.16 -4.03 1.02
C -1.19 -5.48 2.48
C -2.15 -5.74 3.43
C -2.48 -7.13 3.86
C -2.83 -4.65 3.96
C -2.53 -3.35 3.59
C -3.32 -2.25 4.20
C -0.30 -0.81 4.32
C 0.75 -1.50 4.91
C 1.57 -2.49 4.15
C 1.08 -1.24 6.23
C 0.40 -0.31 6.99
C 0.76 -0.04 8.41
C -0.64 0.37 6.38
C -0.98 0.14 5.05
C -2.09 0.97 4.49
H 3.91 0.71 1.07
H 3.60 1.64 2.55
H 3.46 2.40 0.94
H -0.07 -3.20 0.34
H 0.23 -4.93 0.43
H 1.14 -3.83 1.45
H -0.67 -6.31 2.01
H -1.85 -7.85 3.34
H -3.52 -7.37 3.66
H -2.31 -7.26 4.93
H -3.62 -4.82 4.68
H -4.32 -2.60 4.46
H -3.41 -1.41 3.51
H -2.84 -1.87 5.10
H 1.94 -2.05 3.23
H 0.97 -3.36 3.88
H 2.41 -2.82 4.76
H 1.91 -1.78 6.67
H 1.51 -0.74 8.76
H -0.10 -0.12 9.07
H 1.17 0.97 8.53
H -1.18 1.11 6.93
H -2.98 0.89 5.12
H -2.35 0.68 3.46
H -1.80 2.02 4.46
C -1.19 5.18 -6.68
C 0.19 4.72 -7.12
N 0.80 3.80 -6.19
C 0.62 2.39 -6.44
C -0.75 1.88 -6.00
C 1.43 4.36 -5.12
O 1.42 5.58 -4.98
C 2.18 3.51 -4.14
C 3.56 3.78 -3.96
C 4.22 3.05 -2.96
C 3.57 2.12 -2.20
N 2.22 1.85 -2.37
C 1.56 2.59 -3.33
H -1.57 5.92 -7.38
H -1.12 5.64 -5.70
H -1.90 4.36 -6.64
H 0.86 5.59 -7.22
H 0.14 4.21 -8.09
H 1.42 1.84 -5.94
H 0.74 2.23 -7.52
H -1.02 2.27 -5.03
H -0.75 0.80 -5.91
H -1.52 2.16 -6.70
H 4.06 4.53 -4.55
H 5.28 3.22 -2.77
H 4.08 1.53 -1.44
H 0.49 2.39 -3.43
```

Properties
net charge	-1
lowest unoccupied orbital energy (spin up / spin down)	0.0809 / 0.0809	Ha
gap between HOMO and LUMO (spin up / spin down)	5.0 / 6.9	eV
⟨S²⟩	0.773
DFT total energy	-7526.1676	Ha
spin multiplicity	2

***

Record 6
DFT (the ωB97M-V functional and the def2-TZVPD basis) results for an isolated molecule of C5H8FIN2S2 in a non-equilibrium geometry.

XYZ file:
```
19
Properties=species:S:1:pos:R:3
C 1.39 -1.29 -0.29
C 0.51 0.90 0.11
C 2.02 1.26 0.24
C -0.80 -1.32 0.50
C -1.94 -1.36 -0.50
N 0.39 -0.54 0.01
N 2.80 0.36 -0.43
F -2.29 -0.09 -0.85
S 2.17 -2.66 -0.42
S 2.30 2.99 -0.49
I 4.59 -0.18 0.02
H 0.03 1.31 1.09
H 0.13 1.37 -0.86
H 2.28 1.38 1.23
H -0.40 -2.45 0.49
H -1.06 -0.86 1.45
H -2.86 -1.77 -0.17
H -1.65 -1.80 -1.53
H 1.52 2.56 -1.55
```

Properties
lowest unoccupied orbital energy (spin up / spin down)	0.0010 / 0.0010	Ha
gap between HOMO and LUMO (spin up / spin down)	7.6 / 7.6	eV
DFT total energy	-1498.6134	Ha
spin multiplicity	1

***

Record 7
DFT (the ωB97M-V functional and the def2-TZVPD basis) results for a structure of composition C4H12NO3 in a non-equilibrium geometry.

XYZ file:
```
20
Properties=species:S:1:pos:R:3
C -0.50 -0.57 -0.77
C 0.90 -1.06 -1.21
C 2.06 -0.52 -0.34
O 1.95 -0.96 1.01
N -0.64 0.79 -0.19
C -2.44 1.18 -0.02
O -3.39 0.45 -0.64
H -1.20 -0.80 -1.65
H -0.75 -1.33 0.06
H 1.07 -2.17 -1.12
H 1.21 -0.73 -2.19
H 2.96 -1.04 -0.78
H 2.14 0.58 -0.42
H -0.41 0.79 0.84
H -2.37 2.22 -0.41
H -2.26 1.25 1.06
H -2.25 0.66 -1.14
H 1.42 1.20 3.08
H 1.63 -0.32 1.78
O 0.88 0.38 3.05
```

Properties
net charge	-1
lowest unoccupied orbital energy	0.1266	Ha
gap between HOMO and LUMO	7.2	eV
DFT total energy	-439.8926	Ha
spin multiplicity	1

***

Record 8
DFT (the ωB97M-V functional and the def2-TZVPD basis) results for a structure of composition C27H46Ge2N2O7P2ScSeSi in a non-equilibrium geometry.

XYZ file:
```
89
Properties=species:S:1:pos:R:3
Sc -2.45 -0.69 -2.63
C 0.88 3.52 3.41
C 0.10 2.80 2.24
Ge 1.38 1.93 1.01
C 1.17 2.74 -0.80
C 0.80 4.21 -0.84
C 3.15 1.88 1.89
C 3.41 0.60 2.25
Ge 1.86 -0.45 1.52
C 0.54 -1.02 2.88
C 0.89 -0.68 4.33
C 2.24 -1.86 0.25
C 2.46 -3.26 0.79
C 4.40 0.01 3.20
C 4.35 -1.34 3.60
C 5.38 -1.82 4.39
C 6.50 -1.07 4.71
C 6.58 0.24 4.26
C 5.53 0.79 3.52
H 0.28 3.54 4.33
H 1.22 4.53 3.16
H 1.74 2.97 3.75
H -0.50 3.52 1.67
H -0.53 1.99 2.67
H 0.38 2.08 -1.26
H 2.11 2.44 -1.30
H -0.24 4.36 -0.49
H 0.88 4.69 -1.84
H 1.36 4.82 -0.14
H 3.87 2.68 1.94
H 0.34 -2.06 2.68
H -0.38 -0.46 2.61
H 1.71 -1.26 4.74
H -0.02 -0.81 4.96
H 1.18 0.37 4.52
H 3.23 -1.48 -0.18
H 1.47 -1.86 -0.56
H 3.22 -3.37 1.57
H 2.72 -3.90 -0.04
H 1.54 -3.73 1.20
H 3.58 -2.04 3.27
H 5.35 -2.81 4.84
H 7.37 -1.44 5.29
H 7.48 0.81 4.45
H 5.69 1.80 3.15
C 0.10 1.03 -6.00
C 0.22 -0.36 -5.32
O 1.34 -1.17 -5.73
P 0.57 -0.09 -3.57
O 1.21 -1.44 -3.08
O 1.63 1.13 -3.39
O -0.64 0.19 -2.73
P -1.55 -1.10 -5.45
O -1.51 -2.24 -4.21
O -1.59 -1.67 -6.81
O -2.56 -0.19 -4.73
H 1.12 1.52 -6.04
H -0.52 1.71 -5.40
H -0.33 0.99 -7.01
H 1.18 -1.49 -6.65
H 1.53 -1.96 -3.83
H 2.53 0.77 -3.49
H -1.92 -3.11 -4.41
C -2.66 -4.70 0.30
Si -3.31 -2.96 0.25
C -3.60 -2.30 2.01
C -4.72 -2.72 -0.94
Se -1.55 -1.80 -0.58
H -3.50 -5.38 0.56
H -1.81 -4.91 0.94
H -2.37 -5.03 -0.67
H -4.50 -2.73 2.48
H -3.78 -1.24 1.98
H -2.81 -2.42 2.72
H -5.57 -3.41 -0.68
H -4.42 -3.13 -1.95
H -5.11 -1.69 -0.98
N -7.45 4.24 -0.19
C -6.37 3.79 -0.40
C -5.18 3.07 -0.75
C -4.54 3.32 -2.01
C -3.75 2.26 -2.50
N -3.38 1.16 -1.72
C -3.65 1.23 -0.37
C -4.59 2.12 0.11
H -4.82 4.15 -2.61
H -3.44 2.18 -3.55
H -3.15 0.51 0.25
H -5.03 1.93 1.13
```

Properties
net charge	+1
lowest unoccupied orbital energy	-0.1580	Ha
gap between HOMO and LUMO	5.5	eV
DFT total energy	-9980.8763	Ha
spin multiplicity	1

***

Record 9
DFT (the ωB97M-V functional and the def2-TZVPD basis) results for an isolated molecule of C4H8N2OS.

XYZ file:
```
16
Properties=species:S:1:pos:R:3
C 1.76 0.18 0.91
C 1.89 -0.61 -0.35
N 1.08 -1.45 -0.86
N -0.13 -1.65 -0.18
C -1.15 -0.76 -0.14
S -2.70 -1.21 0.27
O -0.76 0.47 -0.45
C -1.73 1.52 -0.44
H 1.02 -0.26 1.58
H 1.45 1.22 0.72
H 2.73 0.23 1.45
H 2.81 -0.47 -0.90
H -0.44 -2.61 -0.28
H -2.15 1.65 0.57
H -1.18 2.43 -0.73
H -2.50 1.33 -1.16
```

Properties
lowest unoccupied orbital energy	0.0300	Ha
gap between HOMO and LUMO	9.4	eV
DFT total energy	-740.1061	Ha
spin multiplicity	1

***

Record 10
DFT (the ωB97M-V functional and the def2-TZVPD basis) results for an isolated molecule of C5H10O2 in a non-equilibrium geometry.

XYZ file:
```
17
Properties=species:S:1:pos:R:3
C 0.53 -0.04 0.01
C 1.35 1.15 -0.29
C 1.11 -1.14 0.79
C -1.53 0.71 0.42
C -0.73 -0.21 -0.74
O -1.23 -1.56 -0.55
O -0.75 0.23 -1.95
H -1.80 -1.72 -1.30
H 1.88 1.51 0.60
H 0.78 1.92 -0.79
H 2.12 0.81 -1.00
H 0.39 -1.45 1.57
H 2.07 -0.93 1.25
H 1.15 -2.02 0.14
H -2.54 0.62 0.02
H -1.56 0.34 1.45
H -1.25 1.77 0.37
```

Properties
lowest unoccupied orbital energy (spin up / spin down)	-0.0276 / -0.0276	Ha
gap between HOMO and LUMO (spin up / spin down)	7.3 / 7.3	eV
DFT total energy	-346.8814	Ha
spin multiplicity	1

***

Record 11
DFT (the ωB97M-V functional and the def2-TZVPD basis) results for an isolated molecule of C2H3ClFNS in a non-equilibrium geometry.

XYZ file:
```
9
Properties=species:S:1:pos:R:3
F 0.99 -0.43 1.07
C -0.20 -0.79 0.51
Cl -1.58 -0.23 1.44
C -0.26 -0.23 -0.90
N 0.11 0.89 -1.34
S 0.73 2.13 -0.37
H -0.16 -1.90 0.55
H -0.74 -0.90 -1.63
H 1.10 1.45 0.68
```

Properties
lowest unoccupied orbital energy	0.0176	Ha
gap between HOMO and LUMO	9.7	eV
DFT total energy	-1090.9601	Ha
spin multiplicity	1

***

spin multiplicity of number 11 (C2H3ClFNS)?
1

***

What is the spin multiplicity in the eighth record?
1